<i>
The following is a DFT calculation (the ωB97M-V functional and the def2-TZVPD basis) of a gas-phase ion, C3H8NO (charge -1).

```
13
Properties=species:S:1:pos:R:3:nbo_charge:R:1
C -0.67785 0.57067 1.36035 -0.416
N -0.64512 -0.70423 0.65646 -0.658
C -0.37897 -0.51274 -0.75406 -0.254
C 1.06092 0.02391 -1.03422 -0.025
O 1.96998 -0.48408 -0.20701 -0.958
H -0.83309 0.37465 2.42267 0.171
H 0.24045 1.15274 1.21467 0.187
H -1.52583 1.14285 0.96462 0.163
H 0.17153 -1.21134 0.98487 0.375
H -0.47168 -1.47728 -1.25554 0.162
H -1.12882 0.16890 -1.17267 0.144
H 1.19766 -0.19592 -2.13483 0.057
H 1.02082 1.15187 -1.04531 0.050
```

Properties
SMILES string = CNCC[O-]
Charge = -1


<ii>
The following is a DFT calculation (the ωB97M-V functional and the def2-TZVPD basis) of 2 unconnected molecules or ions with the total composition C3H8NO.

```
13
Properties=species:S:1:pos:R:3:nbo_charge:R:1
C -1.12228 -2.01764 1.38465 -0.257
O -1.21432 -1.47643 0.01052 -0.813
H -0.19626 -2.57964 1.57550 0.160
H -2.10518 -2.55105 1.65426 0.159
H -0.98180 -1.13481 2.12488 0.175
C 0.80067 2.16337 -1.43846 -0.784
C 1.30903 1.06134 -0.69655 0.023
N 0.62429 0.68738 0.47631 -0.978
H -0.24860 2.39550 -1.15919 0.178
H 1.35425 2.55610 -2.38732 0.166
H 2.11245 0.29709 -1.11356 0.146
H 0.02261 1.53855 0.63255 0.298
H -0.53743 -0.76439 -0.24333 0.527
```

Properties
Charge = -1


<iii>
The following is a DFT calculation (the ωB97M-V functional and the def2-TZVPD basis) of 2 unconnected molecules or ions with the total composition C3H8NO.

```
13
Properties=species:S:1:pos:R:3:nbo_charge:R:1
C -0.15879 -1.79853 1.56051 -0.243
O -1.10302 -0.76584 1.67577 -0.820
H -0.01103 -2.19226 2.56263 0.144
H -0.60542 -2.63449 0.99639 0.126
H 0.72526 -1.40625 1.04536 0.168
C 1.00566 2.05682 -1.25070 -0.639
C 0.23465 0.96122 -1.37305 0.066
N -0.73896 0.53564 -0.52648 -1.057
H 1.10030 2.56009 -0.29518 0.174
H 1.84760 2.13442 -1.92195 0.155
H 0.37152 0.34964 -2.27796 0.102
H -1.63321 0.41291 -0.98622 0.323
H -1.03455 -0.21337 0.79086 0.502
```

Properties
Charge = -1


<iv>
The following is a DFT calculation (the ωB97M-V functional and the def2-TZVPD basis) of a gas-phase ion, C3H8NO (charge -1).

```
13
Properties=species:S:1:pos:R:3:nbo_charge:R:1
C 0.38303 -0.31312 0.15759 -0.212
N -0.85654 0.29118 -0.20850 -0.717
C -0.85833 1.57479 0.81976 0.177
O 0.27684 2.12228 0.98027 -0.888
C 0.75617 -1.58272 -0.75707 -0.622
H 1.30717 0.24124 0.06615 0.175
H 0.19482 -0.64544 1.11491 0.166
H -0.67323 0.71667 -1.19371 0.301
H -1.19110 1.05753 1.75227 0.050
H -1.81353 2.16674 0.40302 0.031
H 1.68570 -2.27111 -0.49666 0.179
H 0.88744 -1.09095 -1.85216 0.175
H -0.09845 -2.26709 -0.78586 0.186
```

Properties
SMILES string = CCNC[O-]
Charge = -1


Pick <i>: it beats the second-best structure by 12.7 kcal/mol.


<i>
The following is a DFT calculation (the ωB97M-V functional and the def2-TZVPD basis) of a molecular structure, C6H13N.

```
20
Properties=species:S:1:pos:R:3:nbo_charge:R:1
C 2.83042 -0.47010 -0.04824 -0.604
C 1.34411 -0.80952 -0.15524 -0.408
C 0.51098 0.41515 -0.51707 -0.237
N -0.82689 0.04536 -1.00923 -0.391
C -1.74545 1.17260 -1.00938 -0.245
C -1.92624 -0.11756 -0.11295 -0.184
C -1.92359 -0.60621 1.31548 -0.638
H 3.01214 0.31664 0.69400 0.201
H 3.21728 -0.11160 -1.00992 0.203
H 3.42117 -1.34464 0.24291 0.213
H 1.18802 -1.57408 -0.92498 0.212
H 0.98484 -1.23577 0.78996 0.199
H 1.01094 0.96189 -1.32865 0.193
H 0.44914 1.09972 0.35268 0.161
H -2.49946 1.26959 -1.78864 0.231
H -1.19412 2.11596 -0.84385 0.198
H -1.97492 1.16621 0.30038 0.260
H -2.78930 -0.19747 1.84720 0.228
H -2.06382 -1.69407 1.28438 0.228
H -1.02523 -0.40212 1.92114 0.180
```

Properties
Charge = 0


<ii>
The following is a DFT calculation (the ωB97M-V functional and the def2-TZVPD basis) of 3 unconnected molecules or ions with the total composition C6H13N.

```
20
Properties=species:S:1:pos:R:3:nbo_charge:R:1
C -1.32555 1.74802 0.67690 -0.615
C -0.74276 0.36818 0.87622 -0.091
N -0.84578 -0.58641 -0.24666 -0.419
C -1.33153 -1.95759 -0.19815 -0.415
C 0.39674 -0.13316 0.08698 0.300
C 1.67170 -0.67003 0.25676 -0.476
C 1.49138 1.06821 -1.37860 -0.744
H -2.39944 1.75006 0.89515 0.213
H -0.83786 2.46719 1.34671 0.216
H -1.17729 2.07597 -0.35652 0.227
H -0.85013 -0.05583 1.88539 0.199
H -0.96866 -2.48871 -1.08577 0.211
H -0.97206 -2.47596 0.69962 0.197
H -2.42769 -1.94520 -0.22282 0.209
H 2.40274 -0.05552 0.77395 0.239
H 1.13641 -1.66154 1.37681 -0.061
H 2.04064 -1.35143 -0.50334 0.231
H 0.79430 0.94533 -2.18619 0.193
H 2.51168 0.91205 -1.76516 0.198
H 1.43317 2.04637 -0.93130 0.187
```

Properties
Charge = 0


Pick <i>: it beats the second-best structure by 11.3 kcal/mol.


<i>
The following is a DFT calculation (the ωB97M-V functional and the def2-TZVPD basis) of a single C6H13N molecule.

```
20
Properties=species:S:1:pos:R:3:nbo_charge:R:1
C -1.47202 1.71178 0.50114 -0.614
C -0.57034 0.51108 0.69295 -0.077
N -0.68304 -0.41007 -0.40356 -0.427
C -1.15976 -1.74451 -0.14780 -0.413
C 0.64534 0.08001 -0.10801 0.109
C 1.64787 -0.90966 0.46529 -0.629
C 1.27097 0.97044 -1.16266 -0.609
H -2.45145 1.31616 0.19944 0.215
H -1.60522 2.30065 1.41212 0.206
H -1.13666 2.36036 -0.31320 0.212
H -0.58107 0.09719 1.70982 0.179
H -0.94620 -2.37972 -1.01142 0.200
H -0.77215 -2.22367 0.76589 0.167
H -2.24719 -1.66365 -0.04244 0.202
H 2.59519 -0.42598 0.72486 0.218
H 1.27595 -1.43910 1.34563 0.212
H 1.87594 -1.66458 -0.30052 0.211
H 0.52195 1.60522 -1.64252 0.219
H 1.73741 0.34251 -1.93358 0.210
H 2.05463 1.60809 -0.72968 0.208
```

Properties
SMILES string = C[C@H]1N(C)C1(C)C
Charge = 0


<ii>
The following is a DFT calculation (the ωB97M-V functional and the def2-TZVPD basis) of a single C6H13N molecule.

```
20
Properties=species:S:1:pos:R:3:nbo_charge:R:1
C -0.24718 0.99810 0.55814 -0.416
C -0.88538 -0.39192 0.42769 -0.454
C -1.86601 -0.31867 -0.73183 -0.161
C -3.13193 -0.68340 -0.71690 -0.424
C 1.14686 0.81666 1.18101 -0.215
N 1.75060 -0.38449 0.58303 -0.654
C 2.23345 -0.39125 -0.81982 -0.443
H -0.30111 1.44808 -0.46130 0.199
H -0.81599 1.70259 1.13670 0.211
H -1.48820 -0.73690 1.41392 0.218
H -0.13502 -1.03237 -0.11517 0.258
H -1.56088 0.25217 -1.53166 0.177
H -3.78472 -0.61809 -1.60396 0.201
H -3.48203 -1.25355 0.17475 0.185
H 1.01653 0.73763 2.26933 0.201
H 1.78757 1.62391 0.97344 0.174
H 2.56239 -0.63709 1.20617 0.367
H 3.09712 -1.13469 -1.08202 0.220
H 1.40722 -0.61319 -1.63502 0.188
H 2.69668 0.61646 -1.22650 0.169
```

Properties
SMILES string = C=CCCCNC
Charge = 0


<iii>
The following is a DFT calculation (the ωB97M-V functional and the def2-TZVPD basis) of a single C6H13N molecule.

```
20
Properties=species:S:1:pos:R:3:nbo_charge:R:1
C -0.64683 2.41211 0.91618 -0.605
C -0.06114 1.27317 0.07989 -0.411
C -0.85690 -0.00674 0.31960 -0.208
N -0.52382 -1.12938 -0.58364 -0.228
C -1.37863 -1.31367 -1.60418 -0.412
C 0.55728 -1.87335 -0.34697 -0.118
C 1.74345 -1.46310 0.46536 -0.655
H -0.69086 2.14182 1.97844 0.202
H -1.66625 2.65564 0.59452 0.205
H -0.04427 3.32154 0.83175 0.217
H -0.09744 1.52167 -0.98688 0.215
H 0.99227 1.12396 0.34088 0.205
H -1.91788 0.20394 0.16377 0.211
H -0.73281 -0.35553 1.34922 0.204
H -1.13983 -2.09565 -2.31448 0.184
H -2.39182 -0.95376 -1.49722 0.180
H 0.64255 -2.74528 -0.98716 0.182
H 2.28182 -2.36374 0.77958 0.225
H 2.46498 -0.84716 -0.09849 0.202
H 1.49002 -0.91086 1.37771 0.207
```

Properties
Charge = 0


Pick <i>: it beats the second-best structure by 27.9 kcal/mol.


<i>
The following is a DFT calculation (the ωB97M-V functional and the def2-TZVPD basis) of a single C6H13N molecule.

```
20
Properties=species:S:1:pos:R:3:nbo_charge:R:1
C 0.51516 -0.71782 -0.31687 -0.258
C 0.67184 1.62587 0.48008 -0.428
C 0.29967 -3.10535 -0.88475 -0.406
C -0.01838 2.97842 0.58006 -0.607
N -0.32302 -1.95598 -0.26843 -0.625
C -0.29042 0.42903 0.18448 0.023
C -1.60525 0.48810 0.26121 -0.424
H -0.57920 -2.16496 0.69263 0.354
H 0.78874 -0.55309 -1.36508 0.205
H 1.43458 -0.84380 0.28204 0.175
H 1.17183 1.39701 1.42674 0.207
H 1.45715 1.68488 -0.27948 0.203
H 0.49054 -2.88241 -1.93623 0.189
H -0.37788 -3.95740 -0.83079 0.200
H 1.26067 -3.38986 -0.42590 0.157
H -2.20634 -0.36279 -0.00813 0.217
H -2.12537 1.36929 0.59375 0.197
H -0.54078 3.21018 -0.34589 0.207
H -0.73814 2.98854 1.39553 0.204
H 0.71460 3.76215 0.76501 0.210
```

Properties
SMILES string = C=C(CC)CNC
Charge = 0


<ii>
The following is a DFT calculation (the ωB97M-V functional and the def2-TZVPD basis) of a single C6H13N molecule.

```
20
Properties=species:S:1:pos:R:3:nbo_charge:R:1
C -0.92171 -1.53558 2.44390 -0.614
C -0.24823 -0.88118 1.23018 -0.390
N 0.22966 -0.25925 -1.68032 -0.437
C 1.32310 0.10795 -2.55304 -0.443
C -0.15209 0.51389 -0.74648 0.323
C 0.40228 1.89430 -0.43573 -0.710
C -1.12636 -0.07338 0.25618 -0.442
H -1.07680 -2.60460 2.26963 0.209
H -0.29193 -1.44495 3.33591 0.210
H -1.89404 -1.09377 2.68442 0.204
H 0.57403 -0.23474 1.56281 0.191
H 0.94708 0.28503 -3.56683 0.205
H 1.90587 0.98610 -2.24097 0.170
H 2.00471 -0.74857 -2.61264 0.205
H -0.02616 2.28643 0.49073 0.222
H 1.49161 1.87737 -0.32070 0.228
H 0.17178 2.60108 -1.24118 0.234
H 0.21739 -1.65374 0.61274 0.215
H -1.83201 -0.73149 -0.26112 0.224
H -1.69820 0.70909 0.77251 0.197
```

Properties
SMILES string = CCC/C(C)=N/C
Charge = 0


Pick <ii>: it beats the second-best structure by 8.6 kcal/mol.